Entry 1:
The following is a DFT calculation (the ωB97M-V functional and the def2-TZVPD basis) of an isolated molecule of HO2P at a distorted geometry.

Results
* ΔE to the lowest compared entry with this formula, charge and spin: 91.6 kcal per mole
* Kohn-Sham gap: 10.0 eV
* structure (SMILES): o1o[pH]1
* E_LUMO: -0.0115 hartree
* HOMO energy: -10.306 eV

CARTESIAN COORDINATES (ANGSTROEM)
O: -0.706761 -0.640522 -0.709667
O: -0.757283 -0.242004 0.676734
P: 0.120658 0.663150 -0.309036
H: 1.343386 0.219376 0.341970

Force components x, y, z for each atom (eV/Å):
0.02 -1.82 -1.63
-1.90 -0.34 2.42
1.79 2.29 0.06
0.08 -0.13 -0.85

***

Entry 2:
The following is a DFT calculation (the ωB97M-V functional and the def2-TZVPD basis) of a cluster of 2 separate species, C2H9N3O in total at a distorted geometry.

Results
* ΔE to the lowest compared entry with this formula, charge and spin: 35.4 kcal per mole
* Kohn-Sham gap: 9.9 eV
* structure (SMILES): [H]/N=C/N.NCO
* E_LUMO: 0.0289 hartree
* HOMO energy: -9.105 eV

CARTESIAN COORDINATES (ANGSTROEM)
H: 0.610557 -1.464125 1.036127
N: -0.226815 -1.322779 0.474535
C: -1.102962 -2.170242 0.881826
N: -2.441094 -1.940970 0.786194
H: -0.846946 -3.232820 0.954745
H: -2.980357 -2.756911 0.538575
H: -2.711596 -1.087193 0.315370
N: 0.821094 2.571260 -0.119520
C: 1.731212 1.787949 -0.916681
O: 1.180846 0.572127 -1.382852
H: -0.124205 2.465527 -0.478205
H: 0.778157 2.300819 0.854768
H: 1.936924 2.362436 -1.827299
H: 2.719261 1.732590 -0.455009
H: 0.655925 0.182333 -0.662574

Atoms 1-6, force components in eV/Å:
0.60 -0.54 -0.92
-0.47 0.86 2.00
0.12 -0.09 -2.27
0.02 -0.39 -0.31
-0.02 0.07 1.30
-0.24 0.13 0.13

***

Entry 3:
The following is a DFT calculation (the ωB97M-V functional and the def2-TZVPD basis) of a cluster of 2 separate species, C4H7N3 in total at a distorted geometry.

Results
* ΔE to the lowest compared entry with this formula, charge and spin: 140.8 kcal per mole
* Kohn-Sham gap: 8.4 eV
* E_LUMO: -0.0500 hartree
* HOMO energy: -9.785 eV

CARTESIAN COORDINATES (ANGSTROEM)
C: -1.565618 -1.336526 0.473600
C: -0.473965 -0.526179 -0.361433
C: -0.409471 1.643634 0.018873
C: 0.912816 -0.238949 0.062859
H: -2.063644 -0.933788 1.419562
H: -2.194125 -1.721911 -0.507418
H: -0.701354 -2.127205 0.819373
H: -0.442292 -0.975473 -1.372135
H: -0.544305 2.803110 -0.050338
H: 1.739725 2.065054 -0.062715
H: 2.760311 -0.881882 -0.047389
N: -1.057813 0.813245 -0.674042
N: 0.719640 0.971005 0.765504
N: 1.861477 -1.138506 -0.286081

Atoms 1-6, force components in eV/Å:
3.07 -2.36 -1.72
-3.15 0.85 -2.10
0.61 -0.09 -0.37
1.84 -3.45 -0.60
0.62 -0.13 -1.87
0.88 0.59 3.51

***

Entry 4:
The following is a DFT calculation (the ωB97M-V functional and the def2-TZVPD basis) of an isolated molecule of C4H8O at a distorted geometry.

Results
* ΔE to the lowest compared entry with this formula, charge and spin: 8.6 kcal per mole
* Kohn-Sham gap: 10.8 eV
* structure (SMILES): CCCC=O
* E_LUMO: 0.0379 hartree
* HOMO energy: -9.765 eV

CARTESIAN COORDINATES (ANGSTROEM)
C: 1.112291 1.350332 -0.447146
C: -0.206396 0.600909 -0.277840
C: -0.002768 -0.747104 0.415731
C: -1.242343 -1.580697 0.535191
O: -2.220092 -1.392920 -0.148792
H: 1.820583 0.772475 -1.052789
H: 1.585490 1.543216 0.522843
H: 0.956469 2.314999 -0.940550
H: -0.911855 1.213255 0.297670
H: -0.674083 0.436948 -1.254195
H: 0.582720 -1.416370 -0.249885
H: 0.446999 -0.619220 1.414558
H: -1.247015 -2.475822 1.185204

Atoms 1-6, force components in eV/Å:
0.06 0.03 0.01
-0.06 -0.04 -0.03
-0.20 -0.10 -0.07
-0.85 0.02 -0.59
0.00 0.08 0.19
-0.10 0.09 0.08

***

Entry 5:
The following is a DFT calculation (the ωB97M-V functional and the def2-TZVPD basis) of the ion C3H6BrN2 with charge +1 at a distorted geometry.

Results
* ΔE to the lowest compared entry with this formula, charge and spin: 26.5 kcal per mole
* Kohn-Sham gap: 10.8 eV
* charge: +1
* structure (SMILES): BrC1=NC[NH2+]C1
* E_LUMO: -0.1416 hartree
* HOMO energy: -14.660 eV

CARTESIAN COORDINATES (ANGSTROEM)
Br: -2.627144 0.463163 2.778529
C: -1.310242 0.574217 1.465617
N: -0.586808 1.543453 1.202021
C: 0.379221 1.235506 0.288300
N: 0.244075 -0.249453 -0.253342
C: -0.951297 -0.705501 0.469507
H: 0.266344 1.972939 -0.591238
H: 1.324973 1.249801 0.823926
H: 1.186935 -0.574085 -0.124524
H: -0.005133 -0.423315 -1.232161
H: -0.689300 -1.645730 1.031093
H: -1.736874 -0.772809 -0.256250

Atoms 1-6, force components in eV/Å:
0.27 -0.02 -0.47
-0.13 -2.63 -1.01
-0.94 0.21 1.17
1.13 2.33 -3.00
-0.89 1.62 -0.40
0.04 -0.50 3.23

***

Entry 6:
The following is a DFT calculation (the ωB97M-V functional and the def2-TZVPD basis) of a structure of composition C38H91BeCs2N3O21 at a distorted geometry.

Results
* Kohn-Sham gap: 3.2 eV
* charge: -2
* E_LUMO: 0.1111 hartree
* HOMO energy: -0.192 eV

CARTESIAN COORDINATES (ANGSTROEM)
Be: -2.064379 2.498460 -1.395801
Cs: 0.163564 2.337097 1.847128
Cs: 2.330950 4.178422 -2.225092
C: -4.081622 2.938229 0.796591
O: -4.589748 2.886179 -0.354587
O: -2.871552 2.673852 1.004378
O: -4.641029 3.456001 1.741728
C: 0.532536 1.025664 -1.837680
O: -0.267114 0.785168 -0.890126
O: -0.072779 1.702071 -2.692874
O: 1.746910 0.746860 -1.725355
C: -1.370066 5.391001 -1.085526
O: -0.729921 4.511266 -0.404430
O: -1.931877 4.937994 -2.083877
O: -1.492451 6.554048 -0.755813
C: -0.247774 5.341100 -6.221450
C: -0.822296 4.277336 -5.231898
O: 0.284423 3.711197 -4.562469
H: -0.948307 5.904191 -6.838125
H: 0.384144 4.945715 -7.016724
H: 0.382423 6.009206 -5.634441
H: -1.182969 3.486089 -5.889129
H: -1.629377 4.704099 -4.636420
H: 0.091389 3.058236 -3.885725
C: 1.920146 7.505512 -0.855220
C: 1.897047 6.955020 0.556103
O: 1.546523 5.586773 0.566398
H: 0.952593 7.224557 -1.271152
H: 2.704756 7.009055 -1.426207
H: 2.063313 8.585496 -0.890360
H: 1.117345 7.470282 1.117040
H: 2.713131 7.224843 1.226408
H: 0.764051 5.456997 0.025578
C: 4.990647 -0.669552 -5.106950
C: 4.086963 -0.320258 -3.913921
O: 3.866174 1.064444 -3.792136
H: 5.917354 -0.096131 -5.084154
H: 4.611932 -0.439158 -6.102738
H: 5.325663 -1.703819 -5.185448
H: 4.540960 -0.579276 -2.957422
H: 3.163032 -0.894619 -3.981556
H: 2.941308 1.148419 -3.548861
C: 3.592158 -0.152653 1.624810
C: 4.448705 0.468780 0.522366
O: 3.896075 1.655699 0.116629
H: 3.017790 0.574293 2.199050
H: 4.227262 -0.895126 2.108012
H: 2.743543 -0.713500 1.233140
H: 4.430020 -0.209610 -0.330605
H: 5.480506 0.529545 0.868467
H: 3.157604 1.337209 -0.407614
C: 2.013340 -4.245450 -1.802592
C: 1.856575 -2.741826 -2.217464
O: 2.814268 -1.987270 -1.565180
H: 1.733676 -4.335246 -0.752906
H: 3.046679 -4.569095 -1.927314
H: 1.249571 -4.737053 -2.405165
H: 0.902922 -2.283857 -1.954950
H: 2.032361 -2.714061 -3.292842
H: 2.561632 -1.062029 -1.523833
C: 7.255854 4.358064 -4.707896
C: 6.632210 3.099728 -4.128859
O: 5.293526 3.341261 -3.752935
H: 8.272805 4.057020 -4.959463
H: 7.452126 5.182138 -4.021970
H: 6.712552 4.751781 -5.566912
H: 7.340309 2.814124 -3.350958
H: 6.556195 2.372002 -4.936789
H: 4.928599 2.459063 -3.853672
C: 1.310695 -3.232520 1.933265
C: 0.101379 -2.422268 1.167860
O: 0.286025 -1.023797 1.452330
H: 1.201747 -4.309664 1.806825
H: 1.270819 -2.943468 2.983481
H: 2.285022 -2.970730 1.520634
H: -0.820153 -2.758963 1.642747
H: 0.049310 -2.501541 0.081998
H: 0.229458 -0.411672 0.714961
C: -5.766970 -3.560190 3.005817
C: -4.974997 -4.798966 2.670229
C: -5.978576 -5.825498 1.970313
C: -5.310430 -6.928657 1.118295
C: -4.455725 -6.160069 0.107508
C: -3.393409 -5.201446 0.712685
N: -3.991131 -4.348413 1.728712
O: -3.034120 -3.409732 2.210216
C: -2.277207 -6.130941 1.309681
C: -2.950539 -4.382471 -0.501719
C: -4.495630 -5.422297 3.994309
H: -5.187455 -2.752276 3.452512
H: -6.631967 -3.906405 3.571526
H: -6.158316 -3.143146 2.077907
H: -6.454844 -6.366125 2.788245
H: -6.748195 -5.427660 1.308857
H: -6.108297 -7.558697 0.725165
H: -4.628356 -7.514678 1.734289
H: -5.114873 -5.535383 -0.495318
H: -4.044704 -6.914000 -0.563865
H: -2.178008 -7.072872 0.770210
H: -1.336855 -5.579744 1.311263
H: -2.468860 -6.389505 2.351087
H: -3.792174 -3.927459 -1.023921
H: -2.392580 -3.473984 -0.274923
H: -2.331801 -4.921091 -1.219459
H: -5.339515 -5.426187 4.684209
H: -3.808031 -4.805286 4.572772
H: -3.963472 -6.330858 3.712481
H: -3.315308 -2.588955 1.799294
C: -3.049162 -0.359158 2.310499
O: -2.995354 -0.608929 0.942447
C: -4.277603 -0.716347 0.222211
C: -4.107650 -0.730291 -1.419021
N: -3.109462 0.154771 -1.957476
C: -3.013994 0.036227 -3.390095
C: -2.053202 -1.093486 -3.764779
O: -2.058821 -1.249273 -5.169865
C: -1.637146 -0.107061 -5.928960
H: -3.632999 0.538451 2.514276
H: -2.095986 0.049587 2.645889
H: -3.265626 -1.224909 2.936368
H: -5.049326 -0.042626 0.594538
H: -4.666671 -1.669184 0.581125
H: -5.020198 -0.664369 -2.011486
H: -3.801683 -1.776336 -1.434941
H: -2.209011 -0.172902 -1.638218
H: -2.870673 0.981555 -3.913442
H: -4.006119 -0.245151 -3.743108
H: -2.455662 -1.967681 -3.252998
H: -1.011767 -0.939057 -3.482534
H: -2.535612 0.493092 -6.072721
H: -1.466597 -0.258595 -6.994816
H: -0.821535 0.479601 -5.506245
C: 5.129210 3.917118 4.834679
O: 3.745531 3.851393 5.182837
C: 3.409766 3.070700 6.359557
C: 1.862251 2.873671 6.384222
N: 1.333979 1.927967 5.375683
C: 1.986983 0.628906 5.509892
C: 0.999346 -0.309329 4.861181
O: -0.243975 -0.302923 5.605983
C: -1.097449 -1.413822 5.466055
H: 5.773140 4.096678 5.695604
H: 5.197696 4.811211 4.214981
H: 5.541258 2.990489 4.435070
H: 3.683751 3.695853 7.209393
H: 3.993701 2.155085 6.453125
H: 1.489489 3.877865 6.182396
H: 1.534166 2.676183 7.404739
H: 0.396979 1.742128 5.703685
H: 2.122738 0.173525 6.490861
H: 2.962036 0.621810 5.022729
H: 1.479573 -1.286446 4.808856
H: 0.891243 -0.033296 3.812267
H: -1.159397 -1.873046 4.479460
H: -2.110791 -1.168061 5.783613
H: -0.736200 -2.195975 6.133767

Atoms 1-6, force components in eV/Å:
-0.16 1.56 2.58
-0.88 0.59 -0.64
-0.49 -0.35 0.13
-0.26 1.92 -0.84
-0.04 -1.33 -3.01
5.79 -2.73 -1.69